Here is a 11-piece molecular cluster, C31H58B3Cl30N4O8 overall in a non-equilibrium geometry from the Open Molecules 2025 dataset. Energies are from wB97M-V/def2-TZVPD.

Element x y z (Å)
C  -3.673  -6.433  5.351
O  -2.730  -5.722  4.585
C  -2.462  -4.424  5.133
C  -0.951  -4.130  5.024
C  -0.703  -2.721  4.501
C  -0.955  -2.683  2.981
C  0.201  -1.905  2.336
C  -0.057  -1.573  0.854
C  1.318  -1.457  0.158
C  1.489  -0.168  -0.656
C  0.348  -0.091  -1.686
C  0.824  0.314  -3.113
B  1.477  1.741  -2.951
O  0.692  2.748  -2.392
N  2.863  2.004  -3.342
C  3.474  2.690  -2.165
C  2.942  2.953  -4.489
C  -0.474  0.380  -3.986
N  -0.358  -0.045  -5.352
O  0.117  0.962  -6.210
C  0.380  -1.288  -5.517
C  0.473  -1.711  -6.997
C  -0.817  -1.443  -7.783
C  -1.131  -2.643  -8.697
C  -2.098  -3.583  -8.038
O  -1.747  -4.717  -7.628
O  -3.363  -3.143  -7.888
B  -0.373  -2.479  -4.770
O  -1.629  -2.829  -5.192
O  0.222  -3.173  -3.742
C  -0.669  -3.712  -2.746
C  1.822  -1.056  -4.987
B  2.849  -2.247  -5.280
N  3.555  -2.326  -6.544
O  3.091  -3.173  -4.274
N  1.810  -0.731  -3.538
H  -3.373  -6.471  6.397
H  -3.716  -7.454  4.987
H  -4.667  -6.001  5.256
H  -2.791  -4.423  6.167
H  -3.011  -3.689  4.547
H  -0.526  -4.224  6.017
H  -0.517  -4.880  4.390
H  -1.396  -2.029  4.973
H  0.316  -2.431  4.728
H  -0.876  -3.688  2.579
H  -1.917  -2.244  2.742
H  0.429  -1.015  2.910
H  1.035  -2.595  2.333
H  -0.643  -2.379  0.431
H  -0.599  -0.632  0.823
H  1.388  -2.277  -0.557
H  2.138  -1.505  0.862
H  1.453  0.721  -0.034
H  2.456  -0.262  -1.146
H  -0.148  -1.050  -1.828
H  -0.411  0.626  -1.405
H  0.667  2.593  -1.439
H  4.545  2.546  -2.152
H  3.231  3.747  -2.145
H  3.059  2.287  -1.244
H  3.758  3.638  -4.300
H  2.046  3.555  -4.624
H  3.214  2.433  -5.402
H  -0.777  1.419  -4.021
H  -1.271  -0.132  -3.453
H  0.883  1.418  -5.825
H  1.325  -1.271  -7.500
H  0.592  -2.797  -6.965
H  -1.677  -1.296  -7.150
H  -0.658  -0.591  -8.428
H  -1.603  -2.313  -9.618
H  -0.251  -3.206  -8.975
H  -3.829  -3.858  -7.433
H  -1.662  -3.785  -5.336
H  -0.048  -4.066  -1.931
H  -1.194  -4.574  -3.133
H  -1.353  -2.971  -2.353
H  2.238  -0.193  -5.503
H  4.399  -2.874  -6.431
H  2.976  -2.831  -7.209
H  2.631  -3.991  -4.498
H  2.740  -0.376  -3.303
H  1.696  -1.570  -2.964
C  1.858  0.081  6.425
Cl  0.556  -0.623  7.385
Cl  2.841  -1.182  5.678
Cl  1.205  1.181  5.200
H  2.494  0.659  7.085
C  -2.214  10.365  -1.216
Cl  -2.372  11.703  -2.352
Cl  -1.188  10.813  0.144
Cl  -3.804  9.839  -0.648
H  -1.751  9.536  -1.729
C  -4.063  9.444  3.298
Cl  -2.882  10.590  3.926
Cl  -4.124  7.993  4.303
Cl  -5.663  10.187  3.214
H  -3.768  9.168  2.295
C  2.371  -5.740  1.566
Cl  3.125  -4.335  2.325
Cl  0.889  -6.177  2.411
Cl  2.033  -5.428  -0.146
H  3.062  -6.569  1.628
C  5.149  2.655  6.988
Cl  4.231  3.667  5.874
Cl  4.085  1.957  8.216
Cl  6.009  1.386  6.119
H  5.876  3.277  7.491
C  -5.231  4.192  2.524
Cl  -4.928  4.532  4.228
Cl  -4.747  5.552  1.509
Cl  -4.391  2.720  2.026
H  -6.292  4.036  2.394
C  1.178  -7.361  6.281
Cl  -0.389  -7.141  5.503
Cl  2.113  -5.861  6.237
Cl  0.980  -7.919  7.942
H  1.727  -8.115  5.735
C  -3.729  14.544  2.593
Cl  -3.314  14.652  4.304
Cl  -3.327  16.043  1.756
Cl  -2.918  13.169  1.843
H  -4.796  14.389  2.514
C  -4.442  2.270  7.283
Cl  -3.639  3.795  7.668
Cl  -3.484  1.223  6.233
Cl  -4.808  1.396  8.773
H  -5.376  2.506  6.793
C  6.012  -3.610  -0.574
Cl  6.865  -3.065  0.868
Cl  6.112  -5.362  -0.736
Cl  4.324  -3.092  -0.530
H  6.483  -3.161  -1.437

Computed properties:
- Frontier orbital gap: 8.72 eV
- Multiplicity: 1
- E_tot: -433127.2385 eV
- LUMO energy: -0.08193 Eh
- Charge: +1